Entry 1:
C27H67FIN3O18P5 | ωB97M-V/def2-TZVPD

XYZ file:
```
122
Properties=species:S:1:pos:R:3:forces:R:3:mulliken_charge:R:1
N 2.16039 3.41464 4.25017 0.73 0.22 2.34 -0.2840
C 1.63427 4.62515 4.41820 -0.32 -0.06 -0.31 0.4293
N 0.33822 4.63084 4.99749 0.39 -0.82 0.34 -0.3668
F -0.60590 4.95468 4.04968 0.00 0.44 0.00 0.1387
N 2.26057 5.71877 4.04174 0.34 0.66 0.62 0.0488
C 3.58139 5.62247 3.40040 0.08 0.46 -0.22 -1.0652
C 4.70198 5.53009 4.44970 0.75 -0.12 0.41 0.4288
O 5.17900 4.49312 4.78388 -0.58 -0.04 -0.24 -0.4345
I 5.48832 7.32528 5.35638 -0.49 -0.24 -0.38 0.1345
P 1.51946 7.31803 4.24057 -1.26 1.24 -0.72 0.2446
O 0.54186 7.56239 3.18992 -0.10 -0.18 -0.44 -0.4590
H 1.72494 2.78264 4.92398 -0.62 -0.43 -0.77 0.3519
H 3.15329 3.39382 4.50231 0.31 -0.15 -1.04 0.2743
H 0.26617 5.23710 5.80999 -0.38 0.25 -0.19 0.2859
H 3.59505 4.73943 2.75796 0.12 0.02 0.09 0.4591
H 3.72660 6.50566 2.77683 -0.02 -0.04 0.04 0.5206
H 0.91035 7.37479 5.51446 0.71 -0.48 0.14 0.1416
H 2.52336 8.30344 4.19711 0.57 -0.80 0.41 0.1636
O -2.82532 1.67991 5.45585 -3.36 0.93 1.09 -0.7912
P -3.51430 0.50948 4.82638 6.30 -3.71 -3.16 1.1398
O -2.56937 -0.70466 5.42007 -0.46 0.26 0.18 -0.2766
C -2.54851 -0.95103 6.82078 0.06 -0.13 0.20 -0.3671
C -3.86108 -1.52694 7.32074 -0.11 0.14 -0.04 -0.9992
O -2.90862 0.59512 3.30505 -0.92 0.28 0.10 -0.3519
C -2.29395 1.78541 2.83169 0.21 0.17 0.01 -0.2803
C -0.80143 1.77302 3.09556 0.31 -0.11 -0.03 -0.8219
O -4.60689 -0.61887 4.27323 -1.59 2.47 1.77 -0.2353
C -6.00005 -0.47343 4.60034 -0.53 -0.13 -0.05 -0.1804
C -6.51690 0.92942 4.35932 0.23 0.11 -0.04 -1.1344
H -2.29864 -0.03290 7.36136 -0.01 0.02 -0.04 0.2543
H -1.74513 -1.66636 6.99926 0.03 0.02 -0.15 0.3617
H -4.64807 -0.76486 7.30462 0.01 -0.02 0.06 0.1829
H -3.76418 -1.87920 8.34804 0.00 0.03 0.00 0.4505
H -4.18619 -2.35549 6.69169 0.07 -0.04 0.01 0.2646
H -2.76786 2.66550 3.26736 0.06 -0.03 0.12 0.2936
H -2.47075 1.83378 1.75560 -0.06 -0.16 0.01 0.1382
H -0.56991 1.51328 4.13066 -0.22 0.11 0.08 0.2626
H -0.36755 2.75038 2.86891 -0.04 -0.03 -0.10 0.3034
H -0.31268 1.02620 2.46973 0.00 0.07 -0.07 0.1243
H -6.16554 -0.77081 5.63908 0.03 -0.03 -0.02 0.2160
H -6.54510 -1.17918 3.97381 0.20 -0.06 -0.06 0.3250
H -6.03102 1.65079 5.03034 -0.06 -0.05 0.02 0.3558
H -7.59010 0.97877 4.54039 0.01 0.02 0.01 0.4014
H -6.31557 1.24638 3.33531 -0.07 -0.05 -0.03 0.2760
O -3.23346 7.77050 -1.03543 2.77 -0.49 1.98 -0.7751
P -3.81836 6.74688 -0.12689 -6.71 -0.68 -2.60 1.1534
O -4.22305 5.51928 -1.13315 0.57 0.24 0.60 -0.3669
C -3.19764 4.84441 -1.85048 0.17 -0.21 -0.19 -0.4447
C -2.31807 4.00773 -0.93702 0.09 0.12 0.11 -0.8177
O -5.29399 7.37863 0.15741 0.52 -0.05 0.54 -0.3462
C -5.61067 8.72429 -0.20333 -0.13 0.21 -0.34 -0.3213
C -6.19759 8.79689 -1.59903 -0.17 -0.13 -0.07 -1.0525
O -4.00870 5.82448 1.24782 2.86 1.18 -0.28 -0.3470
C -2.95205 5.78785 2.21412 0.17 -0.10 0.38 0.2199
C -2.41715 7.16166 2.57099 -0.35 0.11 -0.24 -1.2406
H -2.59665 5.56289 -2.41499 -0.03 0.03 0.03 0.2758
H -3.69586 4.19583 -2.57085 -0.13 0.07 0.05 0.3601
H -1.68367 4.65201 -0.31684 0.02 -0.03 -0.03 0.1214
H -1.66212 3.35781 -1.51764 0.00 0.02 -0.01 0.5221
H -2.92452 3.39418 -0.26970 -0.04 -0.02 -0.07 0.1950
H -4.73611 9.36677 -0.10636 0.09 -0.10 -0.10 0.3088
H -6.34574 9.08209 0.51973 0.01 -0.19 0.08 0.3659
H -5.58838 8.25864 -2.32422 0.18 0.10 0.07 0.2854
H -6.29407 9.83442 -1.92185 -0.01 0.00 0.01 0.3544
H -7.18731 8.33746 -1.61580 -0.01 0.04 0.02 0.2818
H -2.14347 5.14574 1.84592 -0.02 -0.01 0.01 -0.0164
H -3.36020 5.31080 3.10707 -0.16 -0.05 -0.13 0.2563
H -1.93570 7.63876 1.70998 0.05 -0.05 0.08 0.4085
H -1.67909 7.08643 3.36055 0.01 0.03 0.00 0.3183
H -3.22575 7.81695 2.89921 -0.04 -0.07 0.03 0.3301
O -0.36125 -4.26180 -0.09306 -1.04 -1.67 -2.73 -0.7711
P -0.29845 -3.13068 -1.05758 2.24 5.37 4.00 1.0286
O 1.27579 -2.67559 -1.02079 -0.57 -0.37 -0.41 -0.3678
C 2.27139 -3.59672 -1.45479 0.31 -0.16 -0.13 -0.3406
C 2.21639 -3.83552 -2.95274 -0.18 -0.08 -0.01 -0.8275
O -0.95857 -1.92580 -0.17187 -0.33 -0.20 -0.53 -0.2959
C -1.64478 -2.19223 1.05216 0.08 -0.04 0.32 -0.3455
C -0.70273 -2.12195 2.23565 0.17 0.06 0.10 -0.6582
O -0.63969 -2.24303 -2.42100 -0.60 -3.06 -0.26 -0.3036
C -1.29661 -2.88266 -3.52823 -0.19 -0.05 -0.46 -0.1951
C -2.50205 -3.69938 -3.10864 0.05 -0.05 0.25 -1.1256
H 2.17541 -4.53966 -0.90914 -0.05 0.03 0.02 0.2602
H 3.23551 -3.16147 -1.18997 -0.09 0.11 0.08 0.3188
H 1.32932 -4.42212 -3.21514 0.06 -0.03 -0.03 0.1749
H 3.09177 -4.39152 -3.29068 -0.03 -0.03 0.01 0.3437
H 2.16488 -2.89292 -3.49812 0.06 0.03 0.05 0.2720
H -2.15630 -3.15308 1.00953 0.15 -0.08 -0.04 0.3348
H -2.41824 -1.42873 1.15850 0.07 0.08 -0.13 0.3238
H 0.20011 -2.71236 2.07882 -0.14 -0.19 -0.11 0.4323
H -1.19833 -2.47135 3.14260 -0.02 0.07 0.01 0.2491
H -0.37914 -1.09343 2.39604 -0.06 0.01 0.05 -0.0389
H -0.57974 -3.50702 -4.06879 0.01 0.03 0.01 0.2208
H -1.60870 -2.08992 -4.20823 0.12 0.12 0.13 0.3173
H -2.20647 -4.54742 -2.47895 -0.01 0.02 -0.08 0.3619
H -3.01656 -4.09827 -3.98258 0.01 0.00 0.00 0.3950
H -3.20058 -3.09110 -2.53272 -0.02 0.04 -0.07 0.2793
O 7.52787 -7.93390 -5.94436 -0.33 -2.67 -2.04 -0.7570
P 6.16032 -7.63230 -6.44710 -1.64 6.01 3.35 1.0314
O 6.32327 -6.16773 -7.16307 -0.09 -0.80 -0.12 -0.3478
C 7.17597 -6.04189 -8.29539 0.18 0.10 -0.29 -0.3183
C 6.61222 -6.74636 -9.51662 -0.02 -0.18 0.07 -0.9527
O 5.40933 -7.18623 -5.06507 -0.22 -0.57 -0.29 -0.2785
C 6.00521 -7.41740 -3.79028 0.27 0.20 0.17 -0.3997
C 6.83537 -6.22684 -3.35231 -0.04 0.23 0.06 -0.9451
O 4.66127 -7.91406 -7.10724 2.15 -2.17 -0.69 -0.2998
C 4.41770 -9.15423 -7.79148 -0.25 -0.33 -0.26 -0.1855
C 4.89110 -10.36343 -7.01042 0.18 0.10 0.16 -1.1392
H 8.17496 -6.41852 -8.05824 -0.03 -0.02 0.05 0.2687
H 7.26747 -4.97489 -8.49939 -0.08 0.02 0.14 0.3276
H 6.66755 -7.83348 -9.39471 0.03 0.02 -0.05 0.1883
H 7.17877 -6.48539 -10.41107 0.02 -0.01 0.02 0.4282
H 5.56600 -6.48084 -9.66998 0.02 0.07 0.00 0.2664
H 6.59382 -8.33397 -3.79803 0.10 0.07 -0.12 0.3562
H 5.19283 -7.57191 -3.07712 -0.14 0.02 -0.17 0.3719
H 7.52600 -5.89661 -4.12721 0.06 -0.23 -0.05 0.2731
H 7.40697 -6.46611 -2.45404 -0.02 0.00 0.01 0.3623
H 6.18543 -5.37716 -3.13174 -0.01 -0.03 0.04 0.1797
H 4.88831 -9.12704 -8.77841 -0.02 0.02 0.01 0.2214
H 3.34126 -9.21827 -7.95072 0.01 0.21 0.07 0.3099
H 5.98196 -10.35945 -6.89644 -0.06 -0.02 -0.05 0.3687
H 4.61447 -11.28336 -7.52508 0.00 0.01 -0.01 0.3915
H 4.45690 -10.37240 -6.00998 -0.07 -0.02 -0.03 0.2828
```
Positions in Å, forces in eV/Å.

Properties
**Charge**: +1
**Multiplicity**: 1
**Kohn-Sham gap**: 5.982 eV

---

Entry 2:
C27H69BBrFN29O17 | ωB97M-V/def2-TZVPD

XYZ file:
```
145
Properties=species:S:1:pos:R:3:forces:R:3:mulliken_charge:R:1
C 4.04256 -2.02208 1.59900 -0.22 0.66 1.96 -1.0410
N 3.74050 -0.80719 0.79284 0.09 -0.94 -1.64 0.1959
C 4.29182 -0.85825 -0.57758 1.97 -0.03 -0.14 -0.3394
C 3.53409 -1.83371 -1.58124 -3.06 -0.43 1.01 0.7066
C 2.12474 -2.36887 -1.29484 2.56 0.39 -1.36 -0.3626
Br 0.82497 -2.10057 0.14426 1.71 -0.23 -1.63 -0.0026
N 1.78938 -3.26187 -2.40514 6.54 3.55 0.13 0.1786
O 0.70585 -4.01702 -2.65448 -0.91 0.38 -0.23 -0.1657
C -0.35392 -3.20165 -3.27318 -2.84 3.20 -3.83 0.0736
O -0.35425 -2.98860 -4.51117 1.01 -1.51 4.99 -0.4980
C -1.52460 -2.54103 -2.40243 -1.53 -0.35 2.56 1.1688
C -1.89019 -1.01567 -2.47969 -2.23 -2.85 2.71 -0.6677
C -3.02921 -0.54398 -1.52885 0.63 -2.65 0.56 -0.5673
C -3.78876 -1.50983 -0.50087 3.22 -1.92 -2.82 -0.4269
C -3.39919 -3.01323 -0.48158 1.82 2.12 -2.27 -0.2204
C -2.27190 -3.51580 -1.42389 -0.51 3.38 -0.11 -0.3467
C 2.93606 -3.22435 -3.26911 -0.12 -0.26 0.09 -0.3038
B 2.77526 -4.19810 -4.56245 -0.44 -0.79 -3.38 0.5509
O 2.87078 -5.63068 -4.56044 1.27 2.67 0.37 -0.5704
O 2.46955 -3.56143 -5.83872 -0.43 -0.91 2.71 -0.5874
N 4.04534 -2.36035 -2.87643 -6.99 -1.80 2.19 0.2777
C 5.33008 -2.14777 -3.56856 3.81 0.73 -0.30 0.3183
C 5.98676 -0.67223 -3.33411 -1.50 -0.13 0.72 -0.7421
F 5.31713 -2.31558 -4.99159 -1.24 -0.30 2.35 -0.3054
H 3.92332 -3.01245 1.04713 0.34 1.53 0.47 0.3037
H 3.27918 -2.03298 2.47216 1.21 -0.11 -1.42 0.2750
H 5.07212 -1.90071 2.11757 -1.36 -0.70 -1.02 0.3138
H 4.03305 0.06424 1.25158 -0.45 -0.68 -0.26 0.0759
H 4.42281 0.20635 -1.01772 -0.72 -1.73 0.71 0.1175
H 5.38032 -1.26555 -0.48490 -1.41 0.36 -0.61 0.2057
H -1.35179 -0.31019 -3.19028 -0.89 -1.07 1.15 0.4531
H -3.34422 0.56228 -1.50569 0.60 -1.87 -0.33 0.3183
H -4.61005 -1.14407 0.20137 1.51 -0.35 -1.31 0.3520
H -3.89087 -3.79724 0.20292 0.62 1.59 -1.18 0.2983
H -1.96765 -4.62308 -1.40764 -0.51 1.92 -0.03 0.3019
H 3.64644 -5.84802 -5.14194 -1.24 -0.08 0.39 0.3373
H 1.54130 -3.78356 -6.10484 1.16 0.08 0.12 0.3257
H 6.07915 -2.93104 -3.16040 -1.43 1.05 -0.83 0.2428
H 6.76793 -0.69776 -2.48270 -1.30 0.01 -1.58 0.2617
H 6.40319 -0.27232 -4.31704 -0.45 -0.88 1.41 0.3668
H 5.11735 0.01817 -3.02022 1.54 -0.83 -0.50 0.0645
C -1.91263 -7.48061 -3.21047 0.08 -0.70 0.39 0.6673
O -1.32830 -8.29742 -2.51833 -0.04 0.25 -0.11 -0.6462
N -3.18991 -7.65531 -3.62828 -0.65 -0.26 -0.11 -0.3851
N -1.33320 -6.32342 -3.62295 0.63 0.91 -0.07 -0.2357
H -3.68765 -6.99524 -4.19785 0.05 -0.06 0.06 0.1599
H -3.65425 -8.50236 -3.34259 0.08 0.17 -0.05 0.2304
H -0.38286 -6.15780 -3.33208 -0.12 -0.16 -0.13 0.1047
H -1.79593 -5.63756 -4.19270 0.00 -0.12 -0.01 0.1487
C 2.88734 3.00098 -1.01224 0.46 0.57 -0.35 0.2499
O 3.82903 2.29158 -1.34986 0.00 -0.25 -0.10 -0.7678
N 3.01377 4.32604 -0.79348 0.57 0.18 0.36 -0.2104
N 1.63539 2.51677 -0.82811 -0.64 -0.68 -0.18 -0.1944
H 2.25457 4.92271 -0.51740 -0.02 0.03 -0.39 0.2021
H 3.92936 4.72665 -0.91900 -0.21 -0.02 -0.07 0.1977
H 1.49687 1.52993 -0.98042 -0.02 0.13 0.25 0.0762
H 0.85159 3.08212 -0.55163 -0.01 0.01 -0.18 0.2207
C -6.50864 -1.14067 -3.28510 -0.03 -0.12 -0.16 0.6508
O -6.43806 -0.18420 -2.52469 -0.07 0.32 0.31 -0.7201
N -7.62460 -1.89705 -3.40995 -0.71 -0.14 0.33 -0.4251
N -5.47944 -1.52801 -4.06561 0.89 0.04 -0.19 -0.1793
H -7.69999 -2.68457 -4.02814 0.03 0.12 -0.01 0.1554
H -8.41742 -1.64276 -2.84351 0.13 -0.07 -0.15 0.2327
H -4.62846 -0.99195 -4.00258 -0.14 -0.10 0.00 0.1070
H -5.51675 -2.30907 -4.69564 -0.12 0.16 -0.06 0.1200
C 2.75880 2.20775 2.83717 -0.09 -0.05 0.39 0.6011
O 2.24928 1.12616 2.57053 -0.01 -0.14 -0.10 -0.6582
N 2.74138 3.24987 1.97193 -0.29 0.33 -0.51 -0.2252
N 3.38224 2.45393 4.01337 -0.13 -0.21 0.23 -0.2328
H 3.15193 4.14549 2.16486 0.04 -0.13 0.03 0.1467
H 2.28500 3.10007 1.08436 0.19 -0.05 0.58 0.1930
H 3.41475 1.70149 4.68139 0.09 0.23 -0.08 0.1485
H 3.80705 3.33283 4.25027 0.19 -0.19 0.11 0.1359
C -4.98194 3.49892 -2.35010 -0.09 0.01 -0.02 0.5898
O -4.03605 2.80105 -2.69156 0.27 -0.14 0.03 -0.6519
N -4.86157 4.82800 -2.11330 0.57 0.48 0.14 -0.3275
N -6.22727 3.00307 -2.17851 -0.50 -0.65 0.03 -0.2901
H -5.62409 5.41742 -1.83228 0.08 -0.01 -0.10 0.1289
H -3.94635 5.23485 -2.23037 -0.24 0.16 0.00 0.1665
H -6.35576 2.01538 -2.34668 -0.04 -0.08 0.01 0.2647
H -7.01574 3.55645 -1.89674 0.12 0.02 -0.06 0.1646
C -4.51687 7.99837 -0.40157 0.26 0.16 -0.34 0.6505
O -3.78204 7.81075 -1.35933 -0.09 -0.12 0.04 -0.6228
N -4.76735 7.04263 0.52519 -0.03 -0.86 0.42 -0.3863
N -5.14695 9.17760 -0.18134 -0.20 0.71 -0.17 -0.4037
H -5.36765 7.17576 1.31882 0.07 0.03 -0.07 0.1637
H -4.31712 6.15036 0.39664 -0.09 0.15 0.04 0.2414
H -4.98689 9.91505 -0.84860 -0.04 -0.13 0.14 0.2239
H -5.75409 9.35030 0.59919 0.07 -0.03 -0.06 0.1566
C -6.08240 -3.44913 2.14311 -0.02 -0.32 -0.23 0.6864
O -5.93864 -4.29174 1.26971 0.10 0.11 0.06 -0.6594
N -5.95930 -3.73506 3.46201 0.19 -0.43 0.63 -0.3985
N -6.37888 -2.15470 1.86795 -0.06 0.66 -0.46 -0.3610
H -6.07407 -3.05809 4.19421 -0.03 -0.05 -0.10 0.1542
H -5.74005 -4.68737 3.70660 -0.07 0.18 -0.04 0.2333
H -6.48027 -1.90333 0.89732 -0.15 -0.06 0.18 0.2126
H -6.50176 -1.44740 2.56979 -0.03 -0.08 -0.05 0.1520
C 6.47502 2.65633 6.08582 0.58 -0.14 -0.05 0.7536
O 5.44045 3.21623 5.73219 0.16 -0.12 -0.14 -0.7113
N 6.79625 1.40076 5.69450 -0.28 -0.46 -0.43 -0.3395
N 7.38093 3.24740 6.89749 -0.04 0.59 0.19 -0.4154
H 7.63591 0.92583 5.97279 -0.09 0.04 0.03 0.1679
H 6.14504 0.92726 5.08918 0.17 0.02 0.13 0.1813
H 7.17606 4.18469 7.21152 0.06 -0.12 0.10 0.2324
H 8.23178 2.80814 7.19897 -0.11 -0.01 0.00 0.1621
C 3.93277 -3.60626 5.92930 0.18 0.39 0.48 0.6468
O 5.04204 -3.28157 6.33094 0.06 -0.03 -0.17 -0.6876
N 2.79143 -3.06277 6.41201 -0.17 0.22 0.19 -0.2600
N 3.75022 -4.54129 4.96278 0.24 -0.59 -0.73 -0.3696
H 1.87095 -3.31567 6.09532 -0.08 0.19 0.11 0.2297
H 2.88487 -2.36460 7.13107 -0.05 -0.18 -0.13 0.1621
H 4.57602 -4.96971 4.57751 -0.18 0.06 0.12 0.2005
H 2.84974 -4.82184 4.61880 0.05 0.05 0.10 0.1711
C -5.04626 -1.34820 -7.78721 -0.45 0.05 0.09 0.7025
O -6.20097 -1.56878 -7.45541 0.16 -0.10 0.07 -0.6430
N -4.42919 -0.16540 -7.54731 0.08 0.70 0.33 -0.3913
N -4.27876 -2.26724 -8.42487 0.24 -0.79 -0.26 -0.4085
H -3.48184 0.03514 -7.81180 -0.11 -0.02 -0.01 0.1627
H -4.96579 0.54484 -7.07505 0.11 -0.11 -0.09 0.2217
H -4.70076 -3.16021 -8.62202 0.08 0.19 -0.02 0.2174
H -3.32870 -2.10490 -8.70539 -0.11 0.02 0.00 0.1625
C 4.18132 5.00228 8.80743 0.21 -0.17 -0.05 0.6311
O 5.29324 5.31472 9.21070 0.01 0.01 -0.06 -0.6533
N 3.04428 5.56713 9.28669 -0.45 0.60 0.55 -0.3974
N 3.99088 4.06650 7.84841 0.15 -0.33 0.16 -0.2230
H 2.12341 5.32535 8.96975 0.12 0.00 0.02 0.1546
H 3.14645 6.26856 10.00223 -0.04 -0.13 -0.15 0.2353
H 4.81488 3.62465 7.46707 -0.49 0.21 -0.18 0.0605
H 3.08876 3.79512 7.50256 0.09 0.07 0.02 0.1420
C 1.84858 4.86589 -4.20971 -0.07 0.28 0.27 0.6102
O 1.73615 5.46296 -3.14946 -0.08 -0.04 -0.11 -0.5977
N 1.98408 5.50481 -5.39695 0.09 0.59 -0.44 -0.4007
N 1.84756 3.51222 -4.29086 -0.06 -0.78 0.27 -0.2764
H 2.07773 5.03364 -6.27832 -0.01 0.03 0.10 0.1485
H 1.98920 6.51189 -5.37816 -0.02 -0.20 -0.02 0.2343
H 1.74891 3.00045 -3.42851 0.02 0.07 -0.17 0.1956
H 1.93870 3.00367 -5.15141 0.00 0.09 0.06 0.1747
C -1.03351 -1.94836 6.54224 0.19 -0.08 -0.05 0.6160
O -0.09066 -2.64295 6.19166 -0.09 -0.04 -0.02 -0.6732
N -0.91378 -0.62008 6.77844 0.40 0.61 0.03 -0.3715
N -2.27983 -2.44715 6.72513 -0.53 -0.57 -0.06 -0.4068
H -1.67472 -0.03246 7.06693 0.06 -0.08 -0.01 0.1677
H -0.00142 -0.21199 6.65302 -0.19 -0.05 0.00 0.2102
H -2.40886 -3.43225 6.55930 0.02 0.19 0.06 0.2189
H -3.06666 -1.89438 7.01272 0.11 -0.03 0.01 0.1590
```
Positions in Å, forces in eV/Å.

Properties
**Charge**: +1
**Multiplicity**: 1
**Kohn-Sham gap**: 7.538 eV

---

Number 1: electronic energy -127666.4965 eV. Number 2: electronic energy -180575.1695 eV.